[1]
DFT (wB97M-V/def2-TZVPD) results for a single C12H12O2S molecule at a distorted geometry.

E_LUMO (alpha / beta) in eV: -1.51 / -1.50
HOMO-LUMO gap (alpha / beta) in eV: 6.2 / 6.2

Each line ends with the Löwdin charge.
Atoms and positions in Å:
O1 -2.04668 -0.08563 -1.93673  -0.530
C1 1.74342 -0.11483 0.04072  -0.172
C2 -0.52724 -0.63741 0.26540  -0.386
C3 -2.59094 0.96988 0.36896  -0.244
H1 -1.54209 -2.54369 0.05280  0.222
H2 -2.35579 1.23648 1.45463  0.128
H3 -3.38799 -2.22407 1.45279  0.105
H4 2.85225 0.37829 1.92907  0.136
H5 4.61557 1.45839 0.85658  0.084
C4 3.69616 1.54569 -1.07501  -0.109
C5 1.71612 0.14580 -1.36217  -0.052
H6 -3.02920 1.85110 0.01404  0.051
C6 -3.51715 -0.32253 0.29191  -0.204
O2 0.96090 -1.48689 1.86545  0.022
C7 2.72005 0.55638 0.82117  -0.013
H7 -4.53305 -0.07622 0.46673  0.104
C8 2.61904 1.11676 -1.85679  -0.081
C9 -1.50201 -1.62632 0.81931  -0.192
H8 0.99780 -0.32224 -2.06938  0.110
H9 -3.33272 -0.59417 -0.89331  0.172
C10 0.77527 -0.89253 0.79767  -0.460
C11 -2.95451 -1.45267 0.92024  0.030
H10 -1.23354 -2.13930 1.83346  0.173
S1 -1.20189 0.54176 -0.83742  0.984
H11 2.69932 1.32056 -2.88983  0.083
H12 4.55283 2.19207 -1.57826  0.142
C12 3.80607 1.20536 0.24797  -0.102

=====

[2]
DFT (wB97M-V/def2-TZVPD) results for a gas-phase ion, C6H12N3 (charge +1) at a distorted geometry.

E_LUMO in eV: -3.76
SMILES: C#[N+]N(CCC)CN=C
Net charge: +1
HOMO-LUMO gap in eV: 10.2

Each line ends with the Löwdin charge.
Atoms and positions in Å:
N1 1.00886 -1.51626 -0.24961  0.031
H1 -1.77928 -0.97030 1.25275  0.111
H2 2.88676 1.94933 0.85992  0.088
H3 -3.53076 0.99555 1.27574  0.094
H4 -0.91358 0.58821 1.19377  0.143
H5 1.84346 -3.39599 0.36038  0.104
N2 0.42711 -0.50064 -0.67268  -0.099
C1 3.23577 0.93210 0.67338  0.045
C2 1.34038 0.71077 -0.84170  -0.091
N3 2.50962 0.24826 -0.11930  -0.036
H6 4.08758 0.57241 1.20519  0.080
H7 -2.67319 1.59509 -0.09680  0.072
H8 -3.67587 0.13019 -0.25878  0.048
H9 -1.42288 0.12129 -1.68914  0.166
H10 1.52565 0.84160 -1.92775  0.147
C3 -3.01584 0.65686 0.34626  -0.086
C4 -1.64913 -0.09987 0.55803  -0.248
H11 -1.47255 -1.53681 -0.99982  0.165
H12 0.83944 1.58141 -0.45810  0.121
C5 -1.01873 -0.48162 -0.77663  -0.163
C6 1.44717 -2.42160 0.36488  0.309

=====

[3]
DFT (wB97M-V/def2-TZVPD) results for a single CH2N4S molecule at a distorted geometry.

E_LUMO (alpha / beta) in eV: -1.58 / -1.58
SMILES: C=N/N=N\N=S
HOMO-LUMO gap (alpha / beta) in eV: 6.8 / 6.8

Each line ends with the Löwdin charge.
Atoms and positions in Å:
H1 -1.07163 -0.81892 0.72260  0.075
N1 1.43099 -0.30089 0.57247  -0.581
N2 -0.65302 1.02069 -0.42314  -0.055
N3 1.42312 0.85493 0.32670  -0.062
C1 -1.14046 -0.17158 -0.20452  -0.054
S1 1.45101 -1.64317 -0.13246  0.705
N4 0.41409 1.59976 -0.06781  -0.046
H2 -1.85410 -0.54083 -0.79384  0.017

=====

[4]
DFT (wB97M-V/def2-TZVPD) results for 2 unconnected molecules or ions with the total composition C5H13NO at a distorted geometry.

E_LUMO in eV: 0.83
SMILES: CC(N)=O.CCC
HOMO-LUMO gap in eV: 10.7

Each line ends with the Löwdin charge.
Atoms and positions in Å:
H1 1.32022 1.04721 2.92516  0.105
H2 -1.50529 -2.38469 -0.90942  0.070
H3 -0.38740 1.32450 -0.73504  0.075
C1 -0.10177 2.00276 0.09420  -0.017
H4 -0.41106 -1.69730 0.35100  0.069
H5 1.22919 -2.05568 -1.08659  0.108
H6 0.84275 2.05930 -0.43421  0.064
H7 -0.18900 -3.38246 -2.70024  0.070
C2 0.02828 1.47975 1.48692  -0.605
H8 -0.92141 -1.96735 -3.37851  0.084
H9 2.13283 1.51122 1.44146  0.093
H10 0.66398 -2.28208 -3.69413  0.063
C3 0.35577 -1.56566 -1.57898  -0.331
H11 -1.68436 -0.88707 -0.72731  0.075
H12 -0.65395 2.93326 0.22249  0.093
C4 -0.01089 -2.31607 -2.82940  -0.159
N1 1.29867 1.26785 1.94291  0.147
C5 -0.82927 -1.55623 -0.63437  -0.136
H13 0.83861 -0.56427 -1.76576  0.101
O1 -0.91364 1.12531 2.17472  0.030

=====

[5]
DFT (wB97M-V/def2-TZVPD) results for 16 unconnected molecules or ions with the total composition C16H64N32O16 at a distorted geometry.

E_LUMO in eV: -0.42
HOMO-LUMO gap in eV: 7.8

Each line ends with the Löwdin charge.
Atoms and positions in Å:
C1 -5.58153 1.00558 -1.90667  -0.615
N1 -4.11150 0.71214 2.45569  0.178
H1 4.87688 -0.81670 -1.43118  0.044
N2 1.21099 -1.70880 3.80046  0.179
H2 3.22823 1.57987 3.07746  0.045
H3 -7.14812 0.99832 -3.19769  0.099
H4 2.92052 4.57957 0.02962  0.122
O1 6.04809 -3.01102 -0.20041  0.018
N3 3.94600 2.27587 2.97137  0.130
H5 -1.29805 0.97651 -0.08272  0.053
O2 0.86655 5.76162 0.64913  -0.008
N4 1.50835 -0.50229 -0.54932  0.193
N5 -4.25920 3.00642 2.13604  0.192
H6 -0.18474 3.34998 2.77662  0.094
N6 -2.30717 -1.84193 5.53109  0.161
H7 3.11174 -3.02748 0.93042  0.057
O3 0.88068 -3.22468 0.65406  -0.026
C2 2.36894 -1.22444 3.24811  -0.620
O4 2.47930 -0.34630 2.38025  -0.002
N7 -6.17915 1.25403 -3.13915  0.139
N8 -4.22807 1.21581 -1.96191  0.181
C3 0.05864 -4.13349 0.91433  -0.607
N9 4.04237 0.75255 -3.14681  0.178
N10 -3.83688 -3.44374 0.46145  0.177
N11 5.29831 -3.59575 1.88115  0.140
H8 -5.13538 -0.44104 0.44213  0.064
H9 2.23002 2.98191 0.00920  0.054
H10 -4.63489 -3.95130 0.13454  0.102
N12 3.85024 -2.69965 0.33416  0.179
H11 -1.58281 -0.59291 3.68152  0.038
N13 0.85036 1.93440 -6.29572  0.136
H12 0.00035 1.39824 -6.29259  0.084
H13 4.70302 2.01232 0.02491  0.086
N14 5.48679 -0.02860 -1.53722  0.168
N15 0.05932 -4.76417 2.12249  0.186
H14 -5.21002 5.52430 -2.38280  0.101
H15 -3.65437 1.27742 -1.13191  0.065
H16 -0.59189 -4.46203 -1.01350  0.090
C4 0.98964 4.53696 0.49178  -0.662
H17 3.72133 -2.55131 -4.75768  0.120
H18 3.29686 1.28175 0.90781  0.056
O5 5.54783 2.14214 -2.09020  -0.005
O6 -6.26102 0.51540 -0.99628  -0.007
C5 -2.25562 -2.39250 4.28224  -0.654
O7 -1.61081 -2.03307 -4.68101  -0.007
O8 2.75145 2.45216 -5.17173  0.009
H19 3.62755 -0.16702 -3.13189  0.043
H20 -0.94348 -1.09071 -1.71216  0.052
H21 -2.77232 -2.35733 6.25534  0.102
H22 6.20405 0.12332 -0.85386  0.107
C6 1.57316 2.08226 -5.13615  -0.635
N16 -4.91890 -1.42414 0.42681  0.188
H23 3.64852 1.45110 -3.76852  0.057
C7 -1.68995 -1.85491 -3.46037  -0.656
H24 -1.08217 1.89811 2.40655  0.070
H25 2.17057 -0.50259 -1.31461  0.069
H26 -0.15699 1.67510 -4.13153  0.073
O9 -2.60257 -3.56336 4.06367  -0.022
C8 0.65642 0.54986 -0.59769  -0.595
C9 4.85757 2.21649 1.91544  -0.682
O10 -2.62845 -1.49069 0.34445  -0.050
C10 5.03933 1.03113 -2.26729  -0.683
H27 -1.18239 -5.59553 0.15608  0.101
N17 2.18177 3.94398 0.28144  0.183
N18 3.10550 -3.18875 -4.27765  0.182
H28 -1.82706 -1.71221 2.34155  0.065
H29 -3.61672 -2.56248 -3.25854  0.100
N19 -0.69194 -1.40667 -2.63354  0.173
N20 3.51906 -1.68900 3.87777  0.145
H30 -0.81940 -0.59773 0.36766  0.056
H31 3.61441 -2.39923 -0.59668  0.048
N21 -2.77907 -2.31862 -2.76484  0.159
N22 1.36886 -3.40579 -2.75775  0.176
H32 -1.05703 4.03631 0.34550  0.080
H33 -3.68333 -0.17693 2.25791  0.063
H34 0.38041 -1.35792 3.33907  0.064
O11 -2.86818 1.71959 0.85049  -0.046
H35 1.18855 1.95017 -3.06948  0.059
H36 0.08094 2.75792 0.04552  0.046
H37 1.22680 2.05229 -7.21613  0.097
N23 4.20623 1.69007 0.85849  0.156
C11 2.53807 -2.76884 -3.10758  -0.577
H38 6.24487 -3.62258 2.21619  0.100
N24 -0.10996 3.70437 0.39279  0.136
H39 -4.88224 2.92657 2.91956  0.103
N25 -1.76559 -1.52743 3.33001  0.143
N26 0.66913 2.56413 4.98264  0.171
H40 -4.86014 4.09385 -3.25547  0.069
H41 1.41125 -1.29236 0.06680  0.050
H42 3.51425 -2.30624 4.66827  0.091
H43 -4.39990 0.84629 3.41133  0.109
H44 -3.88886 1.69711 -2.76414  0.058
H45 2.63978 -3.83722 -4.88564  0.100
H46 -5.70345 -2.01604 0.20859  0.107
H47 0.88119 2.32444 5.93137  0.105
H48 -4.31222 3.75472 1.47129  0.113
H49 0.87454 3.52119 4.75372  0.104
C12 -3.74465 1.81508 1.73428  -0.617
H50 -2.99467 -3.94429 0.67684  0.076
C13 -3.73212 -2.07892 0.34544  -0.632
N27 -0.55605 0.29816 -0.00358  0.175
N28 -0.65210 -4.77555 -0.06408  0.170
H51 -5.76366 1.76886 -3.88643  0.078
N29 -2.55728 3.75550 -2.17727  0.163
O12 -3.22120 5.65919 -1.04917  0.036
N30 0.80733 1.88795 -4.01004  0.167
H52 0.63803 -4.29593 2.79740  0.090
H53 -2.15273 -0.86150 5.70321  0.080
H54 1.11242 -3.26357 -1.79055  0.074
H55 -2.79048 -2.29244 -1.75983  0.040
N31 -0.39929 2.38716 2.95994  0.195
H56 4.39051 -1.22865 3.68037  0.107
H57 1.29104 -2.59623 4.25620  0.090
H58 0.27520 -1.43877 -2.87652  0.065
H59 1.17025 -4.17061 -3.37001  0.107
H60 -1.71819 3.76031 -1.60805  0.086
O13 0.95128 1.58722 -1.25627  -0.054
H61 4.55538 -3.55844 2.55233  0.055
H62 -2.49438 3.29563 -3.06001  0.088
O14 3.03221 -1.82734 -2.45902  -0.051
C14 -3.39573 4.79126 -1.89193  -0.664
C15 5.13303 -3.07947 0.61699  -0.657
N32 -4.63398 4.70845 -2.49841  0.144
H63 4.27259 2.96308 3.63251  0.088
H64 -0.36000 -5.65539 2.28572  0.107
C16 -0.16089 1.85239 4.17135  -0.628
O15 6.01229 2.60490 1.90744  0.034
O16 -0.75617 0.82184 4.55484  -0.043